1.
One molecule with the formula C15H20IN3O2 in a non-equilibrium geometry. Source: the Open Molecules 2025 dataset; level of theory: ωB97M-V with the def2-TZVPD basis set.

The geometry in XYZ format:
```
41
Properties=species:S:1:pos:R:3:forces:R:3
O 1.846994 2.701700 -0.849418 -1.31 -0.89 0.61
I -2.952508 -7.464560 -1.628051 0.45 2.11 0.43
O 2.891612 3.147040 3.203439 0.69 0.99 -1.50
C 1.026894 2.153050 -0.094788 1.12 1.77 -1.40
C -1.115798 -4.855125 -1.685202 -0.19 1.49 1.92
C -3.370880 -4.338983 -1.081006 -1.03 2.47 -0.77
C -0.738051 -3.486578 -1.536948 0.99 -0.94 -1.68
C -3.046466 -2.924918 -1.151064 1.45 -1.75 -0.04
C -2.427521 -5.270035 -1.307321 2.18 -1.68 -1.77
C -1.711790 -2.486269 -1.386819 -0.74 0.26 1.52
N 0.997455 2.445797 1.256142 -0.64 1.06 0.85
N 0.068854 1.255106 -0.555275 1.52 0.54 -0.15
N -1.298609 -1.127671 -1.266913 -0.48 -0.35 0.80
C 3.025174 1.924015 2.473188 0.99 -0.59 0.01
C 2.592798 4.143454 2.198465 -0.40 1.06 0.04
C 1.625665 1.436481 2.085953 -0.65 2.35 2.73
C 1.203886 3.847679 1.741187 -2.66 0.33 -0.52
C 0.619878 0.433489 -1.619718 -2.65 2.18 -3.27
C -0.800855 0.634583 0.402441 -1.19 -0.01 0.32
C -0.350837 -0.561426 -2.228588 -1.43 0.99 3.07
C -1.902367 -0.157659 -0.287450 0.16 -0.11 -2.52
H -0.313037 -5.543466 -1.815674 0.21 -0.61 -0.31
H -4.410235 -4.649506 -1.134468 0.01 0.26 0.66
H 0.365381 -3.161498 -1.723579 -2.13 -0.86 0.46
H -3.818058 -2.213248 -1.007775 -0.66 0.53 0.05
H 3.676214 2.051127 1.553261 -0.76 0.05 0.85
H 3.596230 1.268624 3.151851 -0.58 -0.14 -0.27
H 2.572918 5.208357 2.513879 0.18 -0.81 0.96
H 3.304256 4.205036 1.373307 0.24 -0.81 -0.01
H 1.002426 1.360858 3.029842 0.77 -0.09 -0.71
H 1.555419 0.531488 1.606074 0.42 -2.24 -1.09
H 0.518870 4.008841 2.688924 1.13 -0.52 -1.80
H 0.796661 4.564195 0.930832 0.88 -1.14 1.22
H 1.469686 -0.022701 -1.291925 2.48 -1.46 0.88
H 0.865395 1.060397 -2.559923 0.09 -0.51 1.92
H -1.347108 1.449770 0.888243 0.41 -0.18 0.45
H -0.253813 0.022866 1.146048 -0.50 0.06 -0.34
H 0.274570 -1.254227 -2.610784 1.75 -2.82 -1.18
H -0.876741 -0.201319 -3.051862 -1.05 1.27 -1.42
H -2.506574 -0.672652 0.418623 -0.18 -0.78 0.74
H -2.655989 0.537888 -0.787148 1.11 -0.50 0.25
```
Positions in Å, forces in eV/Å.

## Properties
Gap between HOMO and LUMO (hartree): 0.30368
SMILES string: O=C(N1CCOCC1)N1CCN(c2ccc(I)cc2)CC1
Multiplicity: 1
HOMO level (eV): -8.1



2.
C15H20N2O2 as an isolated structure in a non-equilibrium geometry. Source: the Open Molecules 2025 dataset; level of theory: ωB97M-V with the def2-TZVPD basis set.

The geometry in XYZ format:
```
39
Properties=species:S:1:pos:R:3:forces:R:3
C -1.086061 -2.861054 -0.646087 -0.58 -0.73 -5.50
C -1.433405 -1.737745 -1.385421 5.23 0.62 16.38
C -1.672661 -0.474492 -0.694069 0.19 -5.57 0.93
C -1.547677 -0.562419 0.683518 0.13 0.09 -2.85
C -1.142812 -1.857307 1.204248 -2.38 16.08 10.41
C -0.992647 -2.925434 0.691574 2.94 -11.98 -2.60
H -0.682491 -3.850695 1.319129 -0.64 1.56 -1.51
H -1.025615 -1.609469 2.298388 0.01 -1.11 -0.62
O -1.861726 0.619935 1.363367 0.52 -4.50 3.52
C -1.880148 1.746862 0.707897 -0.95 3.46 -4.26
C -2.853202 1.751318 -0.501475 0.15 -7.84 1.81
H -3.904574 1.355299 -0.288354 1.60 0.60 -0.18
O -2.240930 0.365948 -1.468262 -2.31 6.08 0.05
H -2.847009 2.542229 -1.093556 0.30 3.36 -2.86
C -0.545020 2.376904 0.246087 -2.17 1.46 10.47
N 0.160946 1.619428 -0.464620 5.62 -7.27 -10.80
C 1.116576 0.491801 -0.141642 -7.77 10.16 9.81
N 1.383221 0.521581 1.108149 0.39 1.15 -2.71
C 2.446398 -0.321189 1.421570 -6.62 -4.46 7.51
C 3.637432 -0.553926 0.813981 4.75 -2.12 -8.72
C 3.830457 0.456796 -0.472203 4.36 3.30 8.07
C 2.936318 0.271382 -1.484762 1.18 -4.93 -4.49
H 3.515535 -0.516201 -2.154609 -1.64 -0.18 1.20
C 1.550504 -0.172648 -1.127876 3.28 2.68 -11.95
H 1.582864 -1.085960 -1.191198 0.19 -9.98 1.33
H 1.068649 -0.132675 -2.201551 -0.28 0.96 2.10
H 3.057886 0.884159 -2.271933 -0.57 3.72 -2.10
H 4.971791 0.663369 -0.683778 -2.37 -0.77 -0.04
H 3.521806 1.400160 0.136303 0.72 -0.70 -1.19
H 3.734433 -1.626939 0.301974 -0.23 1.91 1.25
H 4.506942 -0.439240 1.354539 1.61 0.31 1.58
H 1.783251 -1.416922 1.398964 1.93 2.14 0.75
H 2.604123 -0.105586 2.537806 -0.02 -0.67 -1.26
H -0.201634 1.425433 -1.528701 1.04 0.86 3.48
H -0.721198 3.345459 0.007746 -0.58 3.11 -1.76
H 0.102860 2.614014 1.326442 -1.61 -0.92 -2.52
H -2.404514 2.501727 1.213482 -0.52 1.16 1.99
H -1.759202 -1.701253 -2.180823 -4.93 -0.24 -14.69
H -0.964901 -3.717540 -1.277879 0.04 -0.80 -0.02
```
Positions in Å, forces in eV/Å.

## Properties
Gap between HOMO and LUMO (hartree): 0.30461
Multiplicity: 1
HOMO level (eV): -7.6



3.
One molecule with the formula C15H20N2O2S in a non-equilibrium geometry. Source: the Open Molecules 2025 dataset; level of theory: ωB97M-V with the def2-TZVPD basis set.

The geometry in XYZ format:
```
40
Properties=species:S:1:pos:R:3:forces:R:3
C -6.189292 -1.272111 -0.955732 0.02 -0.13 0.21
C -5.742800 -1.207223 0.501333 -0.10 0.20 -0.11
C -5.106408 0.136309 0.884666 0.14 -0.21 0.19
C -3.577018 0.127807 0.894084 -0.21 0.14 -0.13
C -2.965176 -0.119491 -0.491345 0.01 -0.16 0.26
C -1.463713 -0.003979 -0.416956 -0.29 -0.06 -0.18
O -0.717613 -0.963300 -0.383051 0.08 -0.29 0.04
N -1.019381 1.289355 -0.360260 -0.05 -0.04 -0.02
C 0.284613 1.767517 -0.235651 0.20 0.21 0.03
N 1.239579 0.830114 -0.186908 -0.90 -0.61 -0.09
C 2.623855 0.921318 -0.076842 0.73 0.22 0.06
C 3.322796 -0.283256 -0.084310 0.06 0.09 0.01
C 4.709283 -0.314824 0.017668 -0.53 0.37 -0.01
C 5.408301 0.887154 0.131704 -0.02 -0.19 -0.01
C 4.714316 2.082419 0.141813 0.05 -0.09 0.00
C 3.334429 2.114321 0.038766 -0.01 0.09 0.01
H 2.817656 3.058399 0.048459 0.00 -0.05 0.00
H 5.253264 3.013639 0.231066 0.04 0.08 0.01
H 6.482992 0.897864 0.213759 0.12 -0.03 0.01
C 5.366941 -1.649875 -0.001375 0.31 -0.12 0.01
O 4.718649 -2.669103 -0.076845 0.00 0.02 0.00
C 6.873180 -1.673402 0.075458 -0.07 -0.32 -0.02
H 7.217042 -2.703811 0.036125 -0.03 0.00 0.00
H 7.299815 -1.118611 -0.757151 0.08 0.10 -0.03
H 7.206474 -1.218950 1.005859 0.08 0.10 0.05
H 2.795020 -1.222795 -0.171118 -0.04 -0.10 -0.01
H 0.876992 -0.129849 -0.247537 0.01 0.31 0.01
S 0.434791 3.408485 -0.170378 0.00 0.46 0.01
H -1.704860 2.034444 -0.394559 0.21 -0.11 0.01
H -3.205228 -1.128070 -0.825467 0.07 0.06 -0.10
H -3.361680 0.604074 -1.206244 -0.02 0.00 -0.06
H -3.223839 -0.646474 1.578268 0.05 0.02 0.05
H -3.227823 1.090613 1.277206 0.05 -0.04 0.05
H -5.459921 0.912963 0.203297 -0.05 0.10 0.01
H -5.432113 0.413448 1.889235 -0.03 0.08 -0.03
H -5.038228 -2.015369 0.705931 0.01 -0.08 0.09
H -6.618846 -1.377952 1.129997 0.05 -0.08 0.04
H -5.356363 -1.126399 -1.637770 0.07 0.03 -0.14
H -6.933651 -0.504560 -1.157334 -0.06 0.07 -0.07
H -6.636036 -2.240838 -1.167871 -0.05 -0.07 -0.12
```
Positions in Å, forces in eV/Å.

## Properties
Gap between HOMO and LUMO (hartree): 0.32153
SMILES string: CCCCCC(=O)NC(=S)Nc1cccc(C(C)=O)c1
Multiplicity: 1
HOMO level (eV): -8.6



4.
One molecule with the formula C15H20N2O4 in a non-equilibrium geometry. Source: the Open Molecules 2025 dataset; level of theory: ωB97M-V with the def2-TZVPD basis set.

The geometry in XYZ format:
```
41
Properties=species:S:1:pos:R:3:forces:R:3
O 0.662961 0.196243 1.711239 0.03 0.31 0.12
C 0.189113 -0.915718 1.629605 -0.41 -0.34 0.14
N 0.947586 -1.999806 1.315163 0.31 -0.48 -0.18
H 0.522307 -2.911607 1.277074 -0.07 0.12 0.13
C 2.365882 -1.892309 1.065823 0.25 0.13 -0.33
H 2.870703 -2.783564 1.444372 0.00 0.07 -0.03
H 2.721591 -1.007158 1.597233 0.04 -0.12 0.01
C 2.683285 -1.736305 -0.445808 0.11 0.24 0.60
C 1.995945 -0.486311 -0.948342 0.09 0.00 -0.23
C 0.812988 -0.544113 -1.675807 0.27 -0.02 0.10
C 0.145264 0.613383 -2.023571 -0.13 0.37 -0.02
C 0.671713 1.840144 -1.645170 0.63 -1.15 0.31
C 1.870527 1.918085 -0.945483 -0.16 0.22 -0.10
C 2.524820 0.755475 -0.602643 -0.18 -0.16 -0.20
H 3.448211 0.805349 -0.046898 0.11 0.03 0.10
H 2.258168 2.886120 -0.669122 0.02 0.03 0.00
N -0.036862 3.045763 -1.981533 -0.29 0.46 -0.17
O -1.148118 2.930550 -2.457221 -0.25 0.04 -0.11
O 0.515018 4.104686 -1.771760 0.09 0.26 0.05
H -0.780029 0.582304 -2.578782 -0.02 0.01 -0.01
H 0.404216 -1.494435 -1.985740 -0.02 -0.06 -0.04
O 2.361650 -2.905310 -1.153300 -0.21 -0.24 -0.17
H 1.418541 -3.078531 -1.054040 0.02 -0.01 -0.01
H 3.767402 -1.627412 -0.556807 -0.11 0.05 0.04
C -1.285226 -1.228708 1.829420 0.05 0.51 -0.08
C -1.937570 -0.162077 2.708810 -0.03 -0.26 0.13
C -3.433419 -0.416968 2.855120 0.04 0.23 -0.15
C -4.107604 -0.452910 1.487401 -0.07 -0.30 0.16
C -3.467941 -1.524496 0.611078 0.04 0.27 -0.14
C -1.972406 -1.264082 0.457377 -0.16 -0.31 0.11
H -1.523453 -2.040520 -0.168209 0.05 0.05 -0.07
H -1.817660 -0.302507 -0.036234 0.06 0.04 -0.05
H -3.622186 -2.506476 1.065894 -0.04 -0.08 -0.02
H -3.939531 -1.533226 -0.373472 -0.02 -0.09 -0.01
H -3.998797 0.520015 1.004234 -0.05 0.08 -0.04
H -5.174360 -0.654714 1.601406 -0.03 0.08 -0.04
H -3.879206 0.366895 3.469459 -0.02 -0.05 0.08
H -3.593101 -1.371264 3.363957 -0.06 -0.03 0.07
H -1.765892 0.814024 2.252747 0.05 0.03 0.02
H -1.457227 -0.156486 3.689186 0.04 0.09 -0.01
H -1.388081 -2.210118 2.306927 0.02 -0.02 -0.02
```
Positions in Å, forces in eV/Å.

## Properties
Gap between HOMO and LUMO (hartree): 0.33795
SMILES string: O=C(NC[C@@H](O)c1ccc([N+](=O)[O-])cc1)C1CCCCC1
Multiplicity: 1
HOMO level (eV): -9.5



no.,calculated total energy (eV)
1,-32542.6411
2,-22940.4459
3,-33791.2710
4,-27048.1501